# 1
{
  "formula": "C13H23CeClNO4P",
  "method": "ωB97M-V with the def2-TZVPD basis set",
  "charge": 2,
  "homo_lumo_gap_ev": [5.656, 5.692],
  "homo_energy_ha": [-0.56972, -0.56977],
  "e_lumo_ev": [-9.85, -9.81],
  "elements": ["C", "C", "C", "C", "C", "C", "C", "C", "N", "Ce", "C", "P", "H", "H", "H", "H", "H", "H", "H", "H", "C", "C", "H", "C", "C", "H", "H", "H", "H", "H", "H", "H", "H", "H", "H", "H", "H", "H", "H", "O", "Cl", "O", "O", "O"],
  "positions_angstrom": [[0.500, 3.232, -2.293], [-0.786, 2.783, -1.994], [-0.983, 1.826, -0.993], [0.132, 1.387, -0.279], [1.434, 1.787, -0.608], [1.615, 2.747, -1.605], [-2.365, 1.296, -0.693], [-2.478, -0.211, -0.350], [-2.729, -1.010, -1.568], [-0.415, 0.332, 1.746], [2.573, 1.079, 0.088], [1.958, -0.646, 0.489], [-1.664, 3.158, -2.532], [2.628, 3.080, -1.849], [0.639, 3.966, -3.085], [2.849, 1.552, 1.048], [3.466, 0.991, -0.550], [-2.827, 1.860, 0.144], [-3.007, 1.472, -1.573], [-1.543, -0.679, 0.126], [3.408, -1.423, 1.283], [2.113, -1.332, -1.196], [-3.345, -0.361, 0.316], [-1.560, -1.096, -2.433], [-3.257, -2.329, -1.239], [-0.097, -1.835, 2.942], [-1.816, -1.697, -3.316], [-1.248, -0.098, -2.765], [-0.693, -1.585, -1.942], [-3.488, -2.869, -2.164], [-2.550, -2.940, -0.648], [-4.184, -2.211, -0.664], [3.151, -1.257, -1.542], [1.802, -2.382, -1.187], [1.468, -0.791, -1.895], [4.314, -1.286, 0.670], [3.539, -0.975, 2.280], [3.182, -2.493, 1.400], [-0.088, -2.165, 2.235], [-0.049, 1.435, 6.045], [0.067, 0.207, 5.312], [1.266, -0.525, 5.587], [-1.116, -0.613, 5.442], [0.179, 0.618, 3.810]]
}

---

# 2
{
  "formula": "C13H23CeF5NO2P2",
  "method": "ωB97M-V with the def2-TZVPD basis set",
  "charge": 2,
  "relative_energy_kj_mol": 42.1,
  "spin_multiplicity": 2,
  "homo_lumo_gap_ev": [8.057, 8.098],
  "homo_energy_ha": [-0.54039, -0.54101],
  "e_lumo_ev": [-6.65, -6.62],
  "elements": ["Ce", "P", "C", "C", "N", "C", "C", "C", "C", "C", "P", "H", "H", "H", "H", "H", "H", "H", "H", "O", "H", "H", "O", "H", "C", "H", "H", "H", "C", "H", "H", "H", "C", "H", "H", "H", "C", "H", "H", "H", "F", "C", "F", "C", "F", "F", "F"],
  "positions_angstrom": [[0.570, 1.711, 0.225], [0.936, -1.477, 2.750], [-0.014, -2.114, 1.309], [-0.801, -1.538, 0.132], [-0.673, -0.300, -0.437], [-1.382, -0.017, -1.569], [-2.256, -0.936, -2.134], [-2.374, -2.199, -1.579], [-1.645, -2.474, -0.445], [-1.278, 1.355, -2.234], [0.411, 2.103, -2.518], [-1.710, -3.451, 0.031], [-2.819, -0.631, -3.019], [-3.035, -2.948, -2.019], [-1.676, 1.261, -3.255], [-1.945, 2.063, -1.704], [0.679, -2.836, 0.906], [-0.779, -2.727, 1.817], [3.983, -3.736, -1.410], [4.489, -4.326, -1.968], [3.876, -5.060, -2.171], [2.057, -0.622, 2.578], [2.135, 0.787, 1.374], [3.089, 0.983, 1.326], [0.946, 1.341, -4.070], [0.380, 1.716, -4.932], [2.010, 1.585, -4.211], [0.850, 0.248, -4.016], [-0.056, 3.801, -3.008], [0.861, 4.406, -3.015], [-0.502, 3.804, -4.011], [-0.758, 4.246, -2.286], [-0.230, -0.944, 4.017], [-0.225, -1.721, 4.796], [0.106, 0.012, 4.442], [-1.247, -0.820, 3.607], [1.809, -2.908, 3.402], [2.748, -2.506, 3.809], [1.213, -3.376, 4.192], [2.037, -3.597, 2.579], [-0.507, 2.387, 3.291], [-1.129, 2.230, 2.049], [-2.281, 1.510, 2.269], [-1.422, 3.583, 1.457], [-1.765, 4.496, 2.372], [-0.280, 4.127, 0.779], [-2.398, 3.507, 0.501]]
}

---

# 3
{
  "formula": "C13H23Cl2NOTb",
  "method": "ωB97M-V with the def2-TZVPD basis set",
  "charge": -1,
  "relative_energy_kj_mol": 0.0,
  "spin_multiplicity": 7,
  "homo_lumo_gap_ev": [4.393, 4.860],
  "homo_energy_ha": [-0.06644, -0.08361],
  "e_lumo_ev": [2.59, 2.58],
  "elements": ["Tb", "Cl", "Cl", "C", "H", "H", "C", "C", "H", "C", "H", "C", "H", "H", "C", "H", "H", "C", "H", "H", "H", "H", "O", "C", "C", "C", "C", "C", "C", "N", "H", "H", "H", "H", "H", "H", "H", "H", "H", "H", "H"],
  "positions_angstrom": [[1.280, -0.355, -0.417], [0.730, -2.874, -0.557], [1.668, 1.700, 1.051], [3.368, -0.470, -0.753], [3.505, 0.590, -1.174], [3.396, -0.961, -1.787], [-0.587, 1.158, -1.602], [0.426, 0.608, -2.245], [-0.491, 1.721, -0.649], [0.433, -0.645, -3.128], [1.540, 0.837, -2.061], [-0.659, -0.325, -4.133], [1.438, -0.684, -3.560], [0.324, -1.669, -2.689], [-1.966, -0.009, -3.357], [-0.311, 0.555, -4.688], [-0.820, -1.114, -4.878], [-1.938, 1.085, -2.232], [-2.753, 0.229, -4.084], [-2.224, -0.958, -2.864], [-2.248, 2.063, -2.660], [-2.694, 0.815, -1.476], [-0.324, -0.653, 1.919], [-0.288, -0.651, 3.171], [0.990, -0.773, 3.995], [1.311, 0.454, 4.850], [0.615, 0.487, 6.214], [-0.900, 0.606, 6.121], [-1.545, -0.573, 5.391], [-1.418, -0.538, 3.919], [0.890, -1.658, 4.641], [1.804, -0.942, 3.281], [2.395, 0.458, 5.026], [1.089, 1.369, 4.283], [0.873, -0.420, 6.778], [1.002, 1.341, 6.784], [-1.314, 0.648, 7.137], [-1.182, 1.545, 5.629], [-1.139, -1.512, 5.800], [-2.618, -0.567, 5.617], [-2.285, -0.556, 3.393]]
}

---

# 4
{
  "formula": "C13H23F2IN3O4",
  "method": "ωB97M-V with the def2-TZVPD basis set",
  "charge": 1,
  "homo_lumo_gap_ev": 8.725,
  "homo_energy_ha": -0.44162,
  "e_lumo_ev": -3.29,
  "elements": ["N", "C", "C", "C", "C", "N", "C", "C", "F", "C", "C", "N", "C", "C", "O", "I", "H", "H", "H", "H", "H", "H", "H", "H", "H", "H", "H", "H", "H", "H", "H", "H", "H", "H", "H", "H", "C", "C", "O", "C", "O", "O", "F", "H", "H", "H"],
  "positions_angstrom": [[0.074, 2.853, 4.310], [1.296, 2.828, 3.419], [1.803, 1.343, 3.095], [1.150, 0.705, 1.739], [2.384, 0.641, 0.674], [1.861, -0.136, -0.508], [2.993, -0.387, -1.469], [3.519, -1.911, -1.271], [2.619, -2.729, -2.071], [0.652, 0.526, -1.106], [0.044, 1.734, -0.245], [0.015, 1.525, 1.232], [-1.309, 1.060, 1.729], [-1.961, -0.146, 0.900], [-3.056, 0.089, 0.319], [-1.164, -2.161, 0.718], [-0.142, 1.913, 4.664], [-0.724, 3.276, 3.816], [2.128, 3.331, 4.043], [1.149, 3.491, 2.501], [2.946, 1.247, 3.062], [1.454, 0.666, 3.964], [0.883, -0.375, 2.002], [3.227, 0.028, 1.145], [2.702, 1.708, 0.433], [1.547, -1.055, -0.130], [3.893, 0.278, -1.201], [2.719, -0.290, -2.569], [4.613, -2.015, -1.618], [3.375, -2.278, -0.190], [-0.179, -0.218, -1.405], [0.997, 0.986, -2.109], [0.701, 2.668, -0.429], [-1.017, 2.045, -0.565], [-2.019, 1.967, 1.655], [-1.220, 0.844, 2.859], [-3.883, -1.972, -2.266], [-4.003, -1.701, -3.732], [-3.338, -2.801, -4.319], [-3.495, -3.832, -3.440], [-3.304, -4.979, -3.709], [-3.904, -3.391, -2.215], [-3.343, -0.566, -4.073], [-2.941, -1.608, -1.846], [-4.709, -1.546, -1.695], [-5.032, -1.655, -4.098]]
}

---

# 5
{
  "formula": "C13H23F3FeNO4P2",
  "method": "ωB97M-V with the def2-TZVPD basis set",
  "charge": 1,
  "spin_multiplicity": 5,
  "homo_lumo_gap_ev": [8.379, 7.128],
  "homo_energy_ha": [-0.42780, -0.45691],
  "e_lumo_ev": [-3.26, -5.31],
  "elements": ["Fe", "P", "C", "C", "N", "C", "C", "C", "C", "C", "P", "H", "H", "H", "H", "H", "H", "H", "H", "O", "H", "H", "O", "H", "C", "H", "H", "H", "C", "H", "H", "H", "C", "H", "H", "H", "C", "H", "H", "H", "F", "C", "F", "F", "C", "O", "O"],
  "positions_angstrom": [[-0.229, -0.659, 0.232], [-1.362, -0.601, -1.832], [-0.612, 0.910, -2.429], [0.210, 1.690, -1.555], [0.591, 1.161, -0.313], [0.942, 1.982, 0.700], [0.967, 3.358, 0.547], [0.794, 3.889, -0.720], [0.475, 3.078, -1.803], [1.126, 1.353, 2.057], [1.416, -0.458, 1.920], [0.242, 3.524, -2.763], [1.077, 3.982, 1.428], [0.863, 4.951, -0.860], [1.933, 1.776, 2.650], [0.231, 1.480, 2.662], [1.592, -0.474, -4.217], [-0.745, 1.204, -3.481], [2.393, -1.811, -1.766], [2.438, -0.820, -3.755], [3.097, -0.097, -3.816], [1.012, -1.374, -0.223], [2.404, -2.381, -0.979], [1.921, -3.159, -1.382], [3.196, -0.511, 1.510], [3.790, -0.082, 2.324], [3.544, -1.542, 1.363], [3.410, 0.080, 0.609], [1.216, -1.209, 3.573], [1.253, -2.304, 3.479], [2.000, -0.898, 4.282], [0.238, -0.928, 3.989], [-3.002, 0.118, -1.575], [-3.397, 0.500, -2.517], [-3.706, -0.580, -1.131], [-2.882, 0.978, -0.916], [-1.553, -1.941, -3.120], [-2.015, -2.853, -2.679], [-2.214, -1.613, -3.949], [-0.571, -2.234, -3.553], [-3.860, -2.631, 2.643], [-3.717, -1.291, 2.847], [-4.740, -0.628, 2.207], [-3.826, -1.027, 4.186], [-2.305, -0.765, 2.202], [-1.792, -1.397, 1.194], [-1.842, 0.255, 2.727]]
}